C5H4N2O5 | ωB97M-V with the def2-TZVPD basis set

Geometry as ORCA input:
```
! wB97M-V def2-TZVPD RIJCOSX def2/J DEFGRID3
* xyz -2 1
C 0.267 1.283 0.660
C 2.461 0.632 -0.492
C -0.246 -2.207 0.179
C -1.207 0.844 0.525
C -1.238 -0.123 -0.654
N 1.093 0.400 0.156
N -0.102 -0.975 -0.567
O 2.394 0.965 -1.664
O 0.623 -2.602 0.941
O 0.548 2.347 1.223
O 3.396 0.488 0.272
O -1.302 -2.776 -0.175
H -1.494 0.327 1.447
H -1.854 1.718 0.385
H -2.137 -0.750 -0.629
H -1.204 0.429 -1.606
*
```

ΔE to the lowest compared entry with this formula, charge and spin (kcal per mole): 0.00
Highest occupied orbital energy (eV): -1.192
Frontier orbital gap (hartree): 0.2809
DFT total energy (eV): -18466.413